[1]
ORCA calculation (ωB97M-V/def2-TZVPD) on a molecular structure, C18H19FN6PRu in a non-equilibrium geometry.

Element x y z (Å)
Ru 0.022 0.001 1.170
C -1.514 2.607 -3.225
N -1.409 2.416 -1.779
C -1.922 3.265 -0.845
C -1.625 2.745 0.385
N -0.926 1.596 0.186
C -0.804 1.395 -1.140
P 0.018 0.003 -2.028
C 1.640 0.001 -1.149
N 1.888 0.002 0.175
C 3.235 -0.002 0.361
C 3.822 -0.005 -0.874
N 2.821 -0.003 -1.799
C 3.025 -0.006 -3.247
C -0.802 -1.392 -1.142
N -0.927 -1.593 0.184
C -1.621 -2.745 0.381
C -1.914 -3.265 -0.849
N -1.402 -2.414 -1.782
C -1.502 -2.606 -3.228
H -2.062 3.524 -3.424
H -2.052 1.781 -3.686
H -0.528 2.693 -3.676
H -2.459 4.163 -1.101
H -1.871 3.127 1.361
H 3.696 -0.002 1.335
H 4.866 -0.009 -1.141
H 4.091 -0.009 -3.455
H 2.591 0.883 -3.700
H 2.586 -0.894 -3.697
H -1.868 -3.128 1.356
H -2.446 -4.166 -1.107
H -2.046 -3.524 -3.429
H -0.514 -2.687 -3.677
H -2.042 -1.781 -3.690
F -0.015 0.003 7.128
C -0.006 0.003 5.831
C -0.005 -1.231 5.163
C -0.002 -1.235 3.788
C 0.000 0.003 3.138
C -0.002 1.241 3.788
C -0.005 1.237 5.163
H -0.009 -2.150 5.735
H 0.003 -2.179 3.253
H 0.004 2.184 3.253
H -0.008 2.155 5.735

total charge	+3
energy	-1560.8942	hartree
ΔE to the lowest compared entry with this formula, charge and spin	0.000	eV


[2]
ORCA calculation (ωB97M-V/def2-TZVPD) on a molecular structure, C18H19FeNO10 in a non-equilibrium geometry.

Element x y z (Å)
Fe 0.634 0.497 0.010
C -2.141 -1.472 -1.218
C -0.790 -1.466 -1.657
C -0.075 -2.844 -2.148
O 1.106 -2.829 -2.507
C -0.782 -4.083 -1.887
C -2.040 -4.024 -1.324
C -2.739 -2.652 -1.088
O -3.976 -2.556 -0.733
O -2.500 -5.156 -0.843
O -0.165 -0.394 -1.618
H -2.627 -0.524 -1.040
H -0.189 -4.984 -1.934
C -1.597 -2.390 1.901
C -0.797 -1.183 1.673
C -1.606 0.188 1.675
O -0.938 1.137 1.196
C -2.795 0.262 2.457
C -3.385 -0.934 2.876
C -2.821 -2.275 2.473
O -3.571 -3.345 2.623
O -4.244 -0.723 3.820
O 0.342 -1.110 1.188
H -1.312 -3.341 1.475
H -3.120 1.198 2.884
C -1.190 2.985 -1.281
O 0.145 2.391 -1.011
C 1.024 2.409 -2.183
C 2.426 2.010 -1.835
N 2.431 0.576 -1.270
C 3.486 0.359 -0.346
C 3.440 1.301 0.890
O 2.064 1.240 1.417
C 1.848 2.164 2.541
H -1.848 2.196 -1.647
H -1.093 3.935 -1.805
H -1.559 3.190 -0.275
H 1.131 3.407 -2.608
H 0.604 1.768 -2.958
H 2.854 2.736 -1.144
H 2.952 1.999 -2.790
H 2.574 0.024 -2.104
H 4.425 0.395 -0.900
H 3.326 -0.584 0.175
H 3.764 2.288 0.561
H 4.093 0.955 1.692
H 0.784 2.206 2.775
H 2.151 3.196 2.367
H 2.297 1.853 3.484

total charge	-2
⟨S²⟩	6.01
energy	-2768.0547	hartree
2S+1	5


[3]
ORCA calculation (ωB97M-V/def2-TZVPD) on 2 unconnected molecules or ions with the total composition C18H19N2O5 in a non-equilibrium geometry.

Element x y z (Å)
C -5.458 -2.782 -1.128
O -5.058 -1.490 -0.604
C -3.793 -1.034 -0.799
C -3.459 0.224 -0.233
C -2.177 0.713 -0.318
C -1.142 -0.042 -0.907
C 0.214 0.455 -0.828
C 1.309 -0.385 -0.814
C 2.654 0.198 -0.925
O 2.823 1.372 -1.187
O 3.724 -0.615 -0.615
C 3.504 -2.030 -0.738
C 3.331 -2.434 -2.186
C 4.700 -2.732 -0.093
O 2.350 -2.425 0.030
C 1.206 -1.684 -0.095
O 0.207 -2.032 0.468
C -1.507 -1.246 -1.570
C -2.798 -1.736 -1.522
H -6.508 -2.877 -0.847
H -5.361 -2.826 -2.221
H -4.879 -3.599 -0.676
H -4.224 0.782 0.301
H -1.877 1.659 0.134
H 0.405 1.520 -0.901
H 2.475 -1.935 -2.643
H 4.235 -2.170 -2.743
H 3.183 -3.516 -2.235
H 4.781 -2.429 0.954
H 4.570 -3.817 -0.137
H 5.626 -2.466 -0.607
H -0.759 -1.829 -2.113
H -3.068 -2.686 -1.991
C -0.117 5.674 3.464
C 0.086 4.342 2.829
C -0.188 3.930 1.487
N 0.069 2.587 1.390
C 0.543 2.216 2.622
N 0.561 3.257 3.519
H -0.484 6.413 2.744
H -0.847 5.621 4.284
H 0.812 6.067 3.902
H -0.529 4.566 0.679
H 0.867 1.220 2.873

total charge	-1
energy	-1183.0569	hartree
ΔE to the lowest compared entry with this formula, charge and spin	1.630	eV


[4]
ORCA calculation (ωB97M-V/def2-TZVPD) on C18H19NO2S in the gas phase in a non-equilibrium geometry.

Element x y z (Å)
O 2.356 -4.560 0.295
N 0.147 -1.747 1.779
O -0.471 -3.830 1.191
C 0.543 -2.963 1.449
C -1.158 4.629 0.499
C -3.523 -1.128 1.724
C -3.893 -2.396 1.308
C -1.610 4.091 -0.705
C 0.100 4.219 0.964
C -2.144 -0.813 1.897
C -2.904 -3.403 1.136
C -0.823 3.206 -1.453
C 0.907 3.344 0.216
C -1.200 -1.808 1.690
C -1.565 -3.088 1.341
C 0.454 2.803 -1.028
S 2.319 -3.352 1.178
C 1.278 1.863 -1.821
C 2.873 -2.016 0.093
C 1.115 0.451 -1.239
C 2.168 -1.956 -1.295
C 2.194 -0.501 -1.840
H -1.789 5.308 1.048
H -4.253 -0.352 1.830
H -4.933 -2.595 1.137
H -2.581 4.352 -1.081
H 0.478 4.631 1.910
H -1.876 0.195 2.229
H -3.142 -4.416 0.815
H -1.211 2.840 -2.399
H 1.844 3.037 0.643
H 2.359 2.169 -1.749
H 0.953 1.896 -2.850
H 2.706 -1.066 0.611
H 3.925 -2.136 -0.105
H 0.113 0.061 -1.445
H 1.214 0.502 -0.163
H 2.652 -2.621 -1.999
H 1.127 -2.232 -1.219
H 3.188 -0.050 -1.626
H 2.062 -0.569 -2.966

total charge	0
energy	-1300.6748	hartree
ΔE to the lowest compared entry with this formula, charge and spin	2.318	eV


[5]
ORCA calculation (ωB97M-V/def2-TZVPD) on a molecular structure, C18H19NO4 in a non-equilibrium geometry.

Element x y z (Å)
C 1.378 -0.836 -5.190
H 0.344 -0.365 -5.108
O 2.099 0.060 -4.278
C 1.932 0.180 -3.047
C 0.990 -0.295 -2.436
C 0.718 -0.316 -1.166
C 1.617 0.374 -0.443
C 2.518 1.257 -1.028
C 2.740 1.042 -2.407
H 3.642 1.430 -2.806
H 3.028 1.727 -0.511
C 1.128 0.821 0.993
N -0.037 1.046 1.354
C -1.105 0.310 2.239
O -0.664 -0.236 3.128
C -2.443 0.564 1.895
C -2.681 0.155 0.638
C -2.878 0.989 -0.522
C -3.303 0.641 -1.675
C -3.354 -0.896 -2.015
C -3.224 -1.562 -0.962
C -3.057 -1.335 0.235
H -3.012 -1.921 1.176
H -3.364 -2.892 -1.141
H -3.694 -0.923 -3.001
H -3.290 1.284 -2.514
H -2.662 2.149 -0.304
H -3.254 0.204 2.744
H -2.588 1.656 1.969
H -0.598 1.435 0.655
H 1.631 1.670 1.457
C 1.787 -0.334 1.868
H 2.775 -0.635 1.651
C 1.840 -0.161 3.381
O 1.824 0.900 3.867
O 1.559 -1.380 4.116
H 1.647 -0.961 5.063
H 1.222 -1.643 1.680
H -0.260 -0.777 -0.670
H 0.034 -1.194 -3.149
H 1.450 -1.949 -4.824
H 1.763 -0.938 -6.384

total charge	0
energy	-1052.4602	hartree
ΔE to the lowest compared entry with this formula, charge and spin	16.941	eV


[6]
ORCA calculation (ωB97M-V/def2-TZVPD) on a molecular structure, C18H20AlBBeCaCl9F7N2O13S2 in a non-equilibrium geometry.

Element x y z (Å)
O -3.756 2.992 3.325
C -2.628 3.364 3.343
O -1.640 2.562 2.791
C -0.875 3.046 1.756
Cl -1.320 4.678 1.235
C -0.946 2.109 0.591
S -2.566 2.096 -0.169
O -2.413 2.651 -1.489
O -3.096 0.767 -0.101
S 0.914 3.098 2.256
O 1.272 4.393 2.689
O 1.637 2.498 1.172
F 0.923 2.157 3.461
H -2.398 4.327 3.790
H -0.201 2.349 -0.140
H -0.802 1.098 0.963
H -3.375 2.873 0.569
C 4.015 3.199 -2.713
C 3.851 2.725 -1.277
C 3.245 1.314 -1.177
C 1.936 1.192 -1.712
N 0.785 1.191 -1.978
H 3.054 3.281 -3.219
H 4.477 4.183 -2.734
H 4.647 2.517 -3.286
H 3.225 3.426 -0.724
H 4.820 2.704 -0.784
H 3.178 0.992 -0.128
H 3.875 0.585 -1.704
C -0.299 3.620 -4.716
Cl 0.260 4.761 -3.520
Cl -1.706 4.225 -5.566
Cl 1.018 3.201 -5.879
H -0.553 2.684 -4.241
C 3.267 -1.441 1.385
O 4.025 -0.500 1.120
H 3.314 -2.409 0.715
H 3.349 -1.932 2.458
H 2.112 -1.211 1.335
Ca 1.569 -2.714 2.054
F 2.053 7.609 3.953
Al 3.574 7.009 3.577
F 3.695 6.808 1.907
F 3.795 5.518 4.322
F 4.754 8.077 4.096
Be 0.783 2.314 -8.223
C -1.744 0.512 -11.053
Cl -1.243 0.945 -9.375
Cl -2.778 -0.905 -10.982
Cl -2.612 1.866 -11.752
Cl -0.302 0.164 -11.996
B -4.240 -2.361 3.199
O -4.263 -1.205 4.160
C -3.331 -0.347 3.837
O -3.037 0.678 4.380
C -2.587 -0.889 2.587
O -1.657 -0.309 2.050
O -3.100 -2.019 2.239
F -5.416 -2.460 2.512
F -3.950 -3.535 3.858
C -1.505 -9.596 1.439
C -2.038 -8.433 0.898
C -1.721 -7.205 1.448
C -0.866 -7.170 2.535
C -0.330 -8.315 3.096
C -0.656 -9.537 2.538
N -0.513 -5.875 3.107
O -1.006 -4.874 2.605
O 0.258 -5.835 4.045
H -1.754 -10.554 1.004
H -2.701 -8.484 0.047
H -2.134 -6.296 1.037
H 0.328 -8.259 3.949
H -0.248 -10.445 2.958
Cl 0.142 0.527 -3.551

total charge	0
energy	-8382.2525	hartree